No. 1
75
Properties=species:S:1:pos:R:3:forces:R:3 method="wB97M-V/def2-TZVPD" charge=-1 lumo_energy_ev=2.00 max_force_ev_per_a=5.90 multiplicity=1
C -3.495 3.072 6.837 0.33 -0.68 0.38
C -3.258 2.383 5.503 -0.57 0.21 -1.30
O -4.061 2.578 4.607 -0.01 -0.23 0.37
N -2.131 1.571 5.279 0.81 0.00 0.66
C -0.972 2.067 6.023 -0.59 0.67 0.06
C -2.454 0.082 5.461 0.15 -0.16 0.73
N -3.300 -0.023 6.666 -0.10 0.63 -0.47
S -0.956 -0.880 5.738 -0.08 -0.24 -0.84
H -2.855 3.933 7.009 -0.05 0.24 -0.15
H -3.290 2.350 7.622 0.15 -0.03 0.13
H -4.545 3.316 6.918 -0.14 0.33 -0.20
H -1.010 3.159 6.008 0.07 0.10 0.03
H -0.960 1.770 7.076 0.23 -0.16 0.10
H -0.045 1.806 5.527 0.12 -0.41 0.02
H -2.771 -0.070 7.534 -0.09 -0.29 0.15
H -3.950 -0.784 6.591 0.09 -0.24 0.11
H -0.408 -0.581 6.968 -0.18 0.28 0.03
O 3.054 -0.026 -0.051 -2.50 -2.00 0.60
P 2.194 0.868 0.825 3.30 4.89 0.10
N 2.127 2.236 -0.257 0.17 0.60 0.21
C 3.355 2.882 -0.685 0.27 -0.14 0.08
C 1.301 1.945 -1.416 -0.30 -0.23 0.18
N 3.262 1.061 2.153 0.25 -0.86 0.08
C 3.907 2.299 2.507 -0.45 0.37 0.26
C 4.122 -0.073 2.457 0.17 -0.08 -0.40
N 0.864 1.547 1.791 -1.04 -2.24 -0.90
C -0.188 0.552 2.088 0.13 -0.24 0.48
C 0.244 2.840 1.550 -0.05 0.30 -0.43
H 3.117 3.704 -1.366 -0.12 -0.08 -0.05
H 4.042 2.199 -1.201 0.02 0.01 -0.03
H 3.878 3.336 0.155 0.01 -0.13 0.04
H 0.347 1.502 -1.105 0.05 -0.03 -0.01
H 1.790 1.240 -2.102 -0.02 0.03 -0.03
H 1.066 2.863 -1.959 0.05 0.04 0.04
H 4.809 2.479 1.903 0.01 0.02 0.04
H 4.208 2.279 3.559 0.01 -0.08 -0.01
H 3.235 3.153 2.403 -0.05 -0.04 -0.13
H 5.012 -0.104 1.812 0.02 -0.06 0.05
H 3.586 -1.010 2.329 0.02 0.00 -0.06
H 4.446 -0.024 3.499 -0.06 0.15 0.02
H -0.793 0.329 1.202 -0.10 0.05 0.04
H -0.848 0.901 2.884 0.03 0.01 0.02
H 0.265 -0.382 2.435 0.02 0.04 0.00
H -0.396 2.860 0.659 -0.04 0.08 0.03
H 0.982 3.631 1.464 0.08 -0.10 -0.11
H -0.381 3.074 2.416 -0.04 -0.31 0.04
O -1.722 -0.675 -5.333 1.61 1.42 2.19
P -0.982 -1.801 -4.651 -1.66 -4.26 -2.69
N -0.067 -2.437 -5.977 0.00 -0.56 0.07
C -0.756 -2.944 -7.152 -0.36 0.02 -0.05
C 0.978 -1.507 -6.382 0.13 0.19 0.34
N -2.322 -2.762 -4.178 -0.46 0.45 0.09
C -2.583 -4.093 -4.667 0.39 -0.36 0.27
C -3.569 -2.051 -3.925 -0.03 0.25 -0.36
N 0.038 -2.615 -3.444 0.48 2.46 0.39
C 0.457 -1.713 -2.355 -0.41 0.03 0.17
C 1.129 -3.517 -3.777 0.27 0.02 -0.45
H -0.021 -3.287 -7.885 0.10 0.11 0.05
H -1.394 -2.192 -7.633 0.00 0.01 -0.02
H -1.363 -3.815 -6.911 -0.06 0.10 0.07
H 1.538 -1.156 -5.507 -0.05 0.02 -0.03
H 0.570 -0.626 -6.893 0.03 0.00 -0.01
H 1.693 -2.001 -7.043 -0.06 -0.08 -0.01
H -3.085 -4.079 -5.645 -0.02 -0.05 0.02
H -3.231 -4.630 -3.968 -0.03 0.07 0.02
H -1.670 -4.685 -4.746 0.08 0.11 -0.07
H -4.118 -1.834 -4.851 -0.06 0.02 0.05
H -3.381 -1.107 -3.421 0.00 0.03 -0.06
H -4.209 -2.647 -3.270 0.10 -0.14 -0.03
H 1.217 -0.999 -2.684 0.11 -0.04 0.14
H 0.852 -2.276 -1.510 0.02 -0.06 -0.05
H -0.406 -1.145 -1.989 0.02 -0.01 -0.06
H 2.010 -3.008 -4.186 0.05 -0.07 0.01
H 0.815 -4.284 -4.477 -0.07 0.11 -0.10
H 1.433 -4.028 -2.859 -0.09 0.21 0.12

---

No. 2
21
Properties=species:S:1:pos:R:3:forces:R:3 method="wB97M-V/def2-TZVPD" relative_energy_kj_mol=185.53 lumo_energy_ev=0.35 max_force_ev_per_a=4.79 multiplicity=1
C -1.264 0.565 -0.108 1.77 0.88 -0.55
C -2.060 -0.401 -0.921 -0.54 1.87 -2.95
C -1.132 -1.176 -1.888 0.17 -3.55 0.90
O -3.081 0.429 -1.616 -0.21 -1.13 1.54
H -1.864 1.479 0.088 0.33 -0.90 0.54
H -0.361 0.940 -0.706 -1.08 -0.51 0.69
H -0.868 -0.006 0.738 -0.02 0.70 0.37
H -2.715 -0.947 -0.299 -0.20 -1.32 0.65
H -0.672 -0.622 -2.660 0.22 1.37 -0.66
H -1.464 -2.151 -2.461 -0.20 1.92 1.42
H -0.251 -1.570 -1.286 -0.97 0.46 -0.46
H -2.853 0.671 -2.487 0.79 0.20 -1.49
H 2.143 -0.160 3.002 -3.18 0.77 -0.47
H 0.614 -0.366 3.375 -1.51 -1.64 2.05
O 1.153 0.080 2.788 4.48 0.74 -1.54
H 1.464 1.784 1.244 2.18 0.45 0.72
H 2.073 3.031 1.779 -0.08 1.57 0.56
O 2.362 2.180 1.517 -1.92 -1.93 -1.32
H 3.448 -1.169 0.569 0.02 0.54 0.72
H 2.213 -1.089 -0.418 1.86 -0.63 0.64
O 3.114 -1.500 -0.251 -1.90 0.13 -1.37

---

No. 3
174
Properties=species:S:1:pos:R:3:forces:R:3 method="wB97M-V/def2-TZVPD" relative_energy_kj_mol=0.00 charge=+1 lumo_energy_ev=-3.25 max_force_ev_per_a=0.36 multiplicity=1
C -6.526 -1.010 4.950 0.04 0.00 -0.04
C -5.649 -2.243 5.213 0.00 -0.04 0.06
C -4.224 -1.910 5.672 -0.11 -0.02 0.02
C -3.301 -1.348 4.586 -0.02 0.16 -0.09
C -2.890 -2.359 3.501 0.01 -0.28 0.13
C -2.706 -1.771 2.092 0.02 0.18 0.07
C -3.927 -1.972 1.176 0.02 -0.06 -0.05
C -4.270 -0.810 0.245 0.00 0.11 0.07
C -3.244 -0.481 -0.842 0.07 -0.14 -0.07
C -1.980 0.241 -0.373 0.11 0.05 0.14
C -1.249 0.990 -1.486 -0.01 -0.30 -0.10
C -0.005 1.729 -1.001 0.03 0.19 0.20
C 1.207 0.824 -0.704 0.06 -0.10 -0.04
C 1.546 0.629 0.790 0.05 -0.05 -0.03
C 1.578 -0.838 1.225 -0.09 -0.04 0.10
C 2.846 -1.598 0.803 0.05 0.09 -0.15
C 3.289 -2.694 1.783 -0.22 -0.09 0.06
C 3.975 -3.879 1.103 0.04 0.07 -0.15
C 3.063 -4.840 0.309 0.15 0.27 -0.18
C 3.903 -6.019 -0.153 -0.24 -0.07 0.01
I 4.720 -7.287 1.361 0.11 0.00 0.11
N 3.113 -6.893 -1.111 0.04 -0.16 0.09
C 1.586 -7.032 -0.919 -0.03 0.26 -0.05
I 0.719 -5.679 -2.366 0.00 -0.01 0.00
C 1.270 -8.489 -1.280 0.15 -0.06 -0.01
C -0.158 -8.858 -1.684 0.09 0.05 -0.02
C -1.234 -8.534 -0.667 -0.09 -0.04 0.02
Br -0.128 -10.783 -2.021 -0.01 0.01 0.03
C 1.167 -6.603 0.506 -0.10 0.01 -0.08
O 1.487 -7.615 1.440 -0.06 -0.09 -0.06
C 1.760 -5.253 0.997 -0.09 -0.06 0.20
N 0.732 -4.223 0.832 0.17 0.09 -0.08
H -5.940 -0.139 4.646 0.02 -0.09 -0.04
H -7.082 -0.733 5.848 0.04 0.01 -0.06
H -7.257 -1.199 4.160 0.01 0.02 0.09
H -6.128 -2.840 5.996 0.04 -0.03 -0.10
H -5.615 -2.889 4.329 0.03 0.08 -0.02
H -3.756 -2.806 6.097 -0.04 0.02 -0.02
H -4.304 -1.189 6.493 0.11 -0.02 -0.05
H -3.765 -0.473 4.114 -0.06 -0.10 0.03
H -2.392 -0.977 5.072 -0.08 0.09 -0.08
H -1.962 -2.845 3.823 -0.06 0.01 0.02
H -3.638 -3.160 3.457 0.06 0.02 -0.06
H -2.498 -0.697 2.178 0.02 -0.11 0.06
H -1.815 -2.209 1.628 -0.06 0.04 -0.05
H -3.783 -2.868 0.558 -0.02 -0.01 0.12
H -4.804 -2.182 1.798 0.03 0.07 -0.03
H -4.458 0.089 0.848 0.00 -0.06 -0.06
H -5.212 -1.056 -0.251 -0.04 0.02 0.03
H -3.732 0.133 -1.607 0.02 0.01 0.08
H -2.961 -1.416 -1.343 -0.01 0.07 -0.06
H -1.285 -0.479 0.079 -0.08 0.10 0.02
H -2.237 0.954 0.422 0.00 -0.03 -0.09
H -0.952 0.263 -2.256 -0.05 0.13 -0.03
H -1.936 1.689 -1.975 0.00 -0.01 0.10
H 0.273 2.492 -1.732 0.00 -0.10 0.00
H -0.266 2.268 -0.080 0.01 0.08 -0.14
H 1.015 -0.164 -1.147 0.04 0.09 -0.02
H 2.078 1.224 -1.229 -0.04 -0.06 0.01
H 0.828 1.168 1.415 -0.02 -0.06 -0.09
H 2.525 1.070 1.008 -0.08 0.05 0.05
H 1.454 -0.908 2.313 0.12 0.06 -0.07
H 0.699 -1.329 0.786 -0.02 0.00 0.17
H 3.657 -0.874 0.663 0.01 -0.14 0.02
H 2.691 -2.054 -0.185 0.01 0.14 -0.02
H 2.414 -3.040 2.342 0.13 -0.04 0.04
H 3.974 -2.293 2.534 -0.06 0.08 -0.11
H 4.703 -3.484 0.381 0.05 -0.05 0.14
H 4.549 -4.448 1.839 -0.13 -0.02 0.04
H 2.771 -4.319 -0.618 0.06 -0.08 0.04
H 4.783 -5.688 -0.702 -0.13 0.06 -0.04
H 3.256 -6.545 -2.062 0.01 -0.02 -0.01
H 3.519 -7.833 -1.073 -0.02 0.00 0.01
H 1.932 -8.788 -2.101 -0.13 0.02 0.00
H 1.555 -9.091 -0.410 0.06 0.01 -0.06
H -0.392 -8.429 -2.658 -0.04 0.03 0.13
H -2.182 -8.979 -0.970 0.04 0.05 0.00
H -0.990 -8.941 0.320 0.00 0.00 -0.09
H -1.388 -7.454 -0.584 0.01 -0.07 -0.04
H 0.091 -6.430 0.449 0.10 -0.10 0.12
H 0.741 -8.218 1.550 0.07 0.12 -0.01
H 1.980 -5.430 2.058 -0.04 0.01 -0.06
H 0.330 -3.934 1.715 -0.04 -0.09 0.01
H 1.099 -3.385 0.399 -0.04 -0.06 0.00
C -8.678 -7.212 0.655 0.02 0.03 -0.03
C -7.653 -6.509 1.514 0.03 0.01 0.05
O -7.321 -5.206 0.987 -0.02 0.02 -0.02
C -8.192 -4.242 1.278 0.05 0.03 -0.04
O -9.180 -4.356 1.957 -0.08 -0.09 0.06
O -7.785 -3.114 0.701 0.05 0.03 -0.02
C -8.654 -1.994 0.927 0.04 0.02 -0.01
H -8.333 -7.276 -0.377 -0.01 -0.01 0.00
H -8.837 -8.224 1.028 -0.01 -0.01 0.01
H -9.631 -6.685 0.680 0.00 0.00 0.00
H -6.702 -7.037 1.518 -0.01 -0.02 -0.01
H -8.002 -6.394 2.539 -0.01 -0.01 0.00
H -8.802 -1.836 1.993 0.02 0.01 -0.02
H -9.618 -2.160 0.450 0.00 -0.01 0.01
H -8.150 -1.143 0.483 0.01 0.03 -0.03
C 3.738 5.324 -5.638 -0.02 -0.11 0.01
C 3.430 5.114 -4.173 0.05 0.17 0.04
O 3.132 3.736 -3.861 0.02 -0.11 -0.07
C 4.200 2.960 -3.707 -0.06 0.03 0.20
O 5.350 3.285 -3.844 0.05 0.00 -0.03
O 3.784 1.749 -3.321 0.00 -0.05 -0.06
C 4.842 0.816 -3.084 -0.04 0.03 -0.01
H 2.911 4.972 -6.255 0.00 0.02 -0.01
H 3.884 6.387 -5.831 0.00 0.01 0.00
H 4.649 4.801 -5.927 0.00 0.02 0.00
H 2.537 5.656 -3.867 -0.02 -0.02 -0.01
H 4.262 5.421 -3.543 -0.03 0.08 -0.01
H 5.563 1.225 -2.379 0.00 -0.01 0.02
H 5.352 0.571 -4.015 0.00 0.00 0.00
H 4.357 -0.065 -2.673 0.02 -0.02 0.00
C 3.926 4.110 -0.100 -0.01 -0.11 -0.01
C 4.797 5.277 0.306 -0.04 0.09 -0.07
O 4.942 5.355 1.739 0.04 -0.02 0.04
C 5.818 4.512 2.272 -0.12 -0.02 0.03
O 6.474 3.691 1.681 0.06 -0.03 -0.04
O 5.847 4.717 3.589 0.03 0.03 0.01
C 6.771 3.889 4.302 -0.03 0.02 0.00
H 2.955 4.151 0.395 0.00 0.05 -0.01
H 3.761 4.133 -1.178 -0.02 0.02 0.00
H 4.411 3.166 0.152 0.00 0.00 -0.01
H 4.353 6.231 0.031 0.03 -0.02 -0.02
H 5.786 5.207 -0.146 0.00 0.00 0.00
H 7.768 3.972 3.874 0.01 0.01 0.01
H 6.453 2.848 4.269 0.00 0.00 0.00
H 6.758 4.259 5.322 0.02 -0.03 0.01
C 5.242 11.072 -0.516 0.04 -0.01 -0.03
C 4.645 10.732 -1.862 -0.08 0.02 -0.02
O 5.607 10.078 -2.717 0.04 -0.05 0.01
C 5.777 8.780 -2.499 0.03 0.06 -0.08
O 5.184 8.105 -1.695 -0.05 -0.05 0.05
O 6.715 8.334 -3.336 -0.01 -0.02 0.03
C 7.027 6.946 -3.179 0.05 -0.19 -0.04
H 6.141 11.676 -0.640 -0.01 0.01 0.01
H 4.522 11.645 0.068 -0.01 0.00 0.01
H 5.492 10.168 0.037 0.00 0.00 0.00
H 4.369 11.625 -2.417 0.00 0.01 0.02
H 3.772 10.088 -1.762 0.00 0.00 0.01
H 6.126 6.339 -3.212 0.01 0.00 0.00
H 7.542 6.773 -2.236 -0.01 0.03 0.02
H 7.672 6.682 -4.012 0.01 0.03 0.00
C -12.719 -1.228 8.600 0.04 -0.02 0.00
C -11.749 -0.276 7.939 0.00 0.07 -0.01
O -10.627 -0.977 7.364 0.00 -0.03 -0.01
C -10.853 -1.528 6.173 0.03 0.00 0.03
O -11.874 -1.460 5.538 -0.05 0.00 -0.03
O -9.745 -2.163 5.792 0.04 0.00 0.02
C -9.844 -2.831 4.528 0.02 0.01 0.03
H -12.207 -1.839 9.343 -0.01 0.00 0.01
H -13.504 -0.661 9.102 -0.01 0.00 0.00
H -13.185 -1.879 7.861 0.00 0.00 0.00
H -11.292 0.397 8.662 -0.02 -0.01 0.01
H -12.233 0.310 7.159 -0.01 0.00 0.01
H -10.217 -2.154 3.764 -0.01 -0.01 0.01
H -10.511 -3.688 4.600 -0.01 0.00 -0.01
H -8.838 -3.162 4.292 -0.01 -0.02 0.01
C 7.398 4.894 -10.688 0.00 -0.01 0.04
C 6.219 5.608 -10.068 -0.06 0.02 -0.03
O 6.444 5.892 -8.672 0.01 0.01 0.02
C 7.189 6.970 -8.428 0.06 -0.07 0.01
O 7.649 7.717 -9.250 0.00 0.05 -0.03
O 7.340 7.079 -7.109 -0.05 -0.01 0.06
C 8.112 8.208 -6.684 0.03 0.07 0.10
H 7.632 3.988 -10.129 0.00 0.00 -0.01
H 7.159 4.614 -11.714 0.00 0.00 -0.01
H 8.275 5.541 -10.704 0.00 0.00 0.00
H 5.327 4.983 -10.066 0.01 -0.01 -0.02
H 6.001 6.541 -10.585 0.01 0.00 -0.01
H 7.718 9.131 -7.105 -0.02 -0.02 -0.04
H 9.155 8.095 -6.974 -0.02 -0.03 -0.06
H 8.020 8.227 -5.603 0.01 0.06 0.00

---

No. 4
32
Properties=species:S:1:pos:R:3:forces:R:3 method="wB97M-V/def2-TZVPD" relative_energy_kj_mol=191.50 lumo_energy_ev=-0.73 max_force_ev_per_a=3.85 multiplicity=1
O 1.712 -1.277 -3.405 1.14 0.58 -0.56
O 1.001 1.399 1.059 -0.34 1.21 1.28
Cl 6.040 -2.743 -0.542 -0.89 0.34 0.15
Cl 5.219 -1.294 2.307 0.63 -0.48 -0.25
O -1.782 1.184 1.300 0.89 -0.96 0.34
S -4.881 0.044 0.703 0.14 -0.08 0.76
C 1.634 -0.671 -2.342 -2.09 -2.40 -1.36
C 1.138 0.668 0.121 -2.48 -0.43 -1.19
C 3.695 -1.623 -1.357 -1.71 -0.21 -1.69
C 3.193 -0.434 0.990 -1.33 1.56 2.34
C 4.540 -1.845 -0.295 1.87 -1.25 -2.37
C 4.285 -1.222 0.855 0.33 0.49 2.55
C 2.506 -0.888 -1.236 2.21 0.81 3.04
C 2.254 -0.245 0.025 0.73 -1.20 -3.38
N 0.429 -0.116 -2.088 -0.26 1.16 0.99
N 0.076 0.524 -0.842 2.00 -0.45 -1.36
C -4.483 -0.157 2.529 0.66 -0.12 0.36
C -3.697 1.196 -0.086 1.80 0.12 0.87
C -1.139 1.337 -0.920 -0.60 0.84 -1.40
C -2.167 0.773 -0.002 -1.96 0.65 1.61
H -0.797 1.099 1.337 -0.96 0.37 0.48
H 3.816 -2.038 -2.365 0.47 -0.06 0.54
H 3.115 0.030 1.989 -0.42 -0.01 -0.82
H -0.096 0.065 -2.947 -0.21 0.12 0.84
H -3.500 -0.683 2.643 -1.01 0.23 -0.18
H -5.316 -0.760 3.013 0.98 0.66 -0.97
H -4.361 0.776 3.127 -0.36 -0.36 -0.85
H -3.814 2.209 0.329 0.07 -0.33 -0.26
H -3.938 1.179 -1.126 -0.72 0.04 -0.72
H -1.610 1.459 -1.933 1.10 -0.78 0.36
H -0.888 2.353 -0.676 0.10 0.55 0.55
H -2.183 -0.298 -0.168 0.21 -0.59 0.30

---

No. 5
33
Properties=species:S:1:pos:R:3:forces:R:3 method="wB97M-V/def2-TZVPD" charge=-1 lumo_energy_ev="2.60 / 2.50" max_force_ev_per_a=4.31 multiplicity=7
Ru 4.277 0.223 -2.840 0.50 0.09 0.31
Cl 2.824 -1.088 -1.724 -0.60 -1.84 0.26
C 5.922 1.205 -2.208 1.42 0.78 1.19
C 3.945 0.489 -4.801 -0.80 0.09 -2.24
H 6.332 1.915 -2.943 -0.06 -0.21 0.20
H 5.572 1.750 -1.314 0.40 0.10 -0.12
H 6.692 0.483 -1.887 -0.03 0.35 -0.07
H 4.562 1.275 -5.263 -0.17 -0.23 0.04
H 2.880 0.774 -4.844 0.14 0.05 -0.36
H 4.064 -0.465 -5.339 -0.02 0.29 -0.08
Ce 0.689 0.090 -0.519 0.89 -2.12 -1.95
C 2.183 -0.047 1.209 1.00 -0.17 1.33
C -0.056 2.137 -0.282 -0.78 3.10 -0.03
H 2.957 0.728 1.016 -0.13 -0.49 0.28
H 1.692 0.135 2.185 0.39 -0.14 -0.22
H 2.619 -1.078 1.142 -0.12 0.88 0.36
H -0.916 2.506 -0.875 0.21 0.30 0.50
H 0.265 2.796 0.539 -0.45 0.22 -0.23
C -4.705 -0.806 0.792 -0.08 0.06 -0.38
C -3.571 -0.935 1.810 -0.08 0.16 0.18
C -3.638 0.237 2.792 0.13 0.39 0.23
C -3.759 -2.238 2.585 0.09 -0.25 0.11
C -2.271 -0.891 1.141 2.03 0.12 -1.36
C -1.183 -0.780 0.541 -3.63 -1.30 1.93
H -5.670 -0.783 1.306 -0.01 -0.02 0.01
H -4.699 -1.659 0.104 0.01 0.16 0.07
H -4.608 0.114 0.201 0.04 -0.20 0.13
H -4.606 0.260 3.301 -0.01 -0.02 0.00
H -2.848 0.141 3.549 -0.17 0.05 -0.17
H -3.494 1.194 2.272 -0.02 -0.27 0.11
H -3.747 -3.104 1.916 0.05 0.11 0.06
H -2.979 -2.370 3.341 -0.06 0.03 -0.15
H -4.725 -2.208 3.092 -0.08 -0.07 0.07

---

No. 6
34
Properties=species:S:1:pos:R:3:forces:R:3 method="wB97M-V/def2-TZVPD" relative_energy_kj_mol=18.94 charge=-1 lumo_energy_ev=3.22 max_force_ev_per_a=1.48 multiplicity=1
C -2.953 0.525 0.924 -0.34 -0.11 0.37
C -1.904 -0.277 1.707 -0.90 -0.96 -0.67
C -0.505 -0.036 1.157 1.06 0.03 -0.57
C 0.572 0.425 2.126 0.57 -0.09 -0.37
O 1.731 0.906 1.470 0.52 0.84 0.79
N -2.364 -1.685 1.596 0.20 -0.79 -0.23
H -3.892 -0.024 0.855 0.09 -0.26 -0.03
H -2.613 0.741 -0.081 0.01 0.14 -0.13
H -3.235 1.429 1.440 0.25 0.68 0.04
H -2.017 -0.098 2.776 0.41 0.52 0.09
H -0.452 0.639 0.296 -0.52 0.49 0.33
H -0.128 -0.933 0.656 -0.18 -0.27 0.50
H 0.855 -0.404 2.792 -0.15 0.15 0.17
H 0.291 1.305 2.710 -0.46 -0.30 0.23
H -1.663 -2.361 1.897 0.14 0.38 0.30
H -2.480 -1.947 0.619 -0.16 0.36 -0.09
H 2.606 0.101 -1.693 -0.49 -0.23 -0.25
H 2.083 0.438 0.697 -0.80 -0.72 -0.26
O 1.800 0.171 -1.158 1.16 -0.01 -0.15
H 0.292 -1.770 -2.382 -0.11 -0.32 0.03
H 0.626 -0.676 -1.366 0.30 -1.17 0.12
O 0.074 -1.570 -1.464 -0.09 0.94 -0.40
H -2.708 -1.038 -2.923 0.24 0.10 0.21
H -1.684 -1.244 -1.729 -0.11 -0.33 -0.50
O -2.569 -1.494 -2.088 -0.22 0.04 0.23
H 0.651 2.526 -1.576 -0.22 0.05 -0.43
H -0.151 1.417 -2.244 0.13 -0.02 -0.01
O -0.035 2.372 -2.274 -0.06 0.10 0.27
H 1.888 2.407 0.303 0.11 -0.07 -0.31
H 2.323 1.768 -1.023 -0.70 0.65 0.70
O 2.130 2.658 -0.608 0.45 0.28 -0.13
H 2.506 -2.680 0.193 -0.01 0.39 -0.18
H 2.651 -1.250 -0.418 -0.48 -0.01 0.09
O 3.092 -1.915 0.148 0.35 -0.49 0.21